[1]
The ion C2H2NO3 with charge -1 in a non-equilibrium geometry, computed with the ωB97M-V functional and the def2-TZVPD basis.

LUMO level in eV: 4.28
Charge: -1
Largest force on an atom in eV Å⁻¹: 4.628
E_HOMO in eV: -4.971
SMILES string: O=CNC(=O)[O-]
HOMO-LUMO gap in eV: 9.252

```
8
C2H2NO3 (the ωB97M-V functional and the def2-TZVPD basis)
O 0.8451 -2.5058 -0.5086
C 0.6223 -1.4379 0.1258
N 0.3174 -0.3205 -0.4685
C -0.4403 1.1105 0.1852
O -0.8279 1.2161 1.3500
O -0.5092 2.0548 -0.6388
H 0.6136 -1.5445 1.2641
H 0.0077 -0.3676 -1.4711
```

[2]
A structure of composition C4H7LiO2 in a non-equilibrium geometry, computed with the ωB97M-V functional and the def2-TZVPD basis.

LUMO level (spin up / spin down) in eV: 3.18 / 3.83
Charge: -1
Largest force on an atom in eV Å⁻¹: 2.715
E_HOMO (spin up / spin down) in eV: -0.433 / -2.649
2S+1: 2
HOMO-LUMO gap (spin up / spin down) in eV: 3.614 / 6.477
⟨S²⟩: 0.750

```
14
C4H7LiO2 (the ωB97M-V functional and the def2-TZVPD basis)
O -2.2878 0.1265 0.5106
C -1.3989 0.0430 -0.3412
C -0.3561 -1.0240 -0.3625
H -0.5008 -1.6144 -1.2849
H -1.4869 0.6391 -1.2767
H -0.4580 -1.6615 0.5267
Li -3.6227 0.9423 0.6693
C 0.9152 1.0382 0.2210
C 1.0298 -0.3440 -0.4121
O 1.2610 0.9380 1.6398
H 1.6892 1.6728 -0.2630
H 1.7635 -1.0091 0.1027
H 1.3442 -0.2294 -1.4631
H 2.1084 0.4825 1.7333
```

[3]
A structure of composition C19H17IN4O6Sr in a non-equilibrium geometry, computed with the ωB97M-V functional and the def2-TZVPD basis.

LUMO level in eV: -1.19
Largest force on an atom in eV Å⁻¹: 2.967
E_HOMO in eV: -7.939
HOMO-LUMO gap in eV: 6.750

```
48
C19H17IN4O6Sr (the ωB97M-V functional and the def2-TZVPD basis)
C 3.0267 4.2514 -0.7521
C 4.1596 3.2971 -1.1135
H 2.7576 4.8765 -1.6073
H 3.3559 4.9427 0.0393
H 2.1307 3.7191 -0.3960
H 3.8599 2.5221 -1.8276
H 4.9965 3.8572 -1.5782
H 4.6015 2.8315 -0.2198
C -2.7705 1.5934 -2.3522
C -3.9630 1.4949 -3.0876
C -4.1545 0.3961 -3.9095
C -3.1497 -0.5562 -3.9610
H -2.5937 2.4446 -1.6850
H -4.6872 2.2944 -2.9915
H -5.0683 0.2828 -4.5157
H -3.2351 -1.4398 -4.6033
N -1.7723 0.7117 -2.4503
C -1.9577 -0.3832 -3.2201
C -0.8778 -1.3783 -3.3005
N 0.2717 -1.1299 -2.6259
C 1.2408 -2.0643 -2.6360
C -0.0134 -3.4732 -4.1530
C 1.1408 -3.2304 -3.3973
H 2.1292 -1.8871 -2.0130
H 1.9714 -3.9226 -3.3904
C -1.0379 -2.5440 -4.0941
H -1.9531 -2.6837 -4.6648
H -0.1031 -4.3704 -4.7831
Sr 0.6723 1.0534 -1.1654
I -0.5406 3.9423 -0.9066
O 1.2553 0.8478 1.2228
C 0.3821 -0.0678 1.4582
O -0.3555 -0.5347 0.5226
C 0.2307 -0.5660 2.9112
C 0.2141 -1.9165 3.3350
C 0.1008 -2.2277 4.7323
C -0.0894 -1.2269 5.6947
C -0.0561 0.1102 5.2558
C 0.1559 0.4288 3.8924
N -0.3350 1.1624 6.2025
O -0.5360 0.8478 7.3929
O -0.3909 2.3408 5.7905
N 0.1801 -3.5990 5.1922
O 0.3659 -4.4992 4.3447
O 0.0634 -3.8329 6.4138
H 0.3319 -2.7360 2.6251
H -0.2150 -1.4562 6.7601
H 0.2609 1.4770 3.6152
```

[4]
A cluster of 5 separate species, C17H21F9O14SSi in total, computed with the ωB97M-V functional and the def2-TZVPD basis.

LUMO level in eV: -0.16
Largest force on an atom in eV Å⁻¹: 0.539
E_HOMO in eV: -10.237
SMILES string: C[SiH2]S(=O)(=O)C(F)(F)C(F)(F)C(F)(F)C(F)(F)F.O=C1OCCO1.O=C1OCCO1.O=C1OCCO1.O=C1OCCO1
HOMO-LUMO gap in eV: 10.079

```
63
C17H21F9O14SSi (the ωB97M-V functional and the def2-TZVPD basis)
C 0.7549 1.6441 0.9756
Si 0.4463 2.0271 -0.7997
S -0.8472 3.8764 -0.8515
O -0.8472 4.5070 0.4430
O -0.5248 4.6052 -2.0568
C -2.6616 3.4536 -1.1746
F -3.2481 4.6496 -1.2783
F -2.7394 2.8307 -2.3617
C -3.3936 2.5996 -0.0859
F -4.3903 3.3250 0.4359
F -2.5190 2.2933 0.8891
C -4.0674 1.2599 -0.5399
F -4.9649 1.5478 -1.4918
F -4.7101 0.7961 0.5435
C -3.1842 0.0842 -1.0507
F -2.7259 0.3118 -2.2755
F -2.1442 -0.1033 -0.2340
F -3.9085 -1.0332 -1.0729
H 0.1722 0.7752 1.2910
H 1.8194 1.4075 1.0609
H 0.5198 2.5021 1.6122
H 1.6245 2.4778 -1.5539
H -0.2786 1.0036 -1.5675
C 4.3281 -2.4381 2.9305
C 3.3421 -1.5424 3.6591
O 3.3486 -0.3637 2.8434
C 3.7488 -0.7036 1.5983
O 3.6938 0.0190 0.6537
O 4.2095 -1.9716 1.5775
H 4.0871 -3.4933 2.9853
H 5.3535 -2.2766 3.2656
H 2.3328 -1.9560 3.6683
H 3.6427 -1.2774 4.6683
C -1.1708 -4.3281 0.5475
C -0.6640 -4.5060 -0.8754
O -0.3291 -3.1661 -1.2445
C -0.1115 -2.4444 -0.1222
O 0.3193 -1.3376 -0.0994
O -0.4662 -3.1578 0.9722
H -0.9300 -5.1502 1.2154
H -2.2417 -4.1229 0.5838
H 0.2401 -5.1155 -0.9219
H -1.4055 -4.8914 -1.5690
C 4.0864 -7.8975 1.7339
C 2.6211 -7.5051 1.6287
O 2.4252 -6.7427 2.8251
C 3.6226 -6.2748 3.2411
O 3.7775 -5.4765 4.1109
O 4.6226 -6.8334 2.5279
H 4.6106 -7.9303 0.7837
H 4.2274 -8.8361 2.2710
H 2.4285 -6.8582 0.7713
H 1.9327 -8.3450 1.6256
C -3.0543 7.3430 -3.9788
C -2.0030 7.5125 -2.8958
O -1.2634 8.6428 -3.3762
C -2.0481 9.3569 -4.2112
O -1.7839 10.4321 -4.6449
O -3.1847 8.6733 -4.4906
H -4.0198 7.0048 -3.6132
H -2.7139 6.6909 -4.7848
H -2.4447 7.7708 -1.9318
H -1.3486 6.6546 -2.7846
```

Computed energy relative to the best compared isomer or geometry (same formula, charge and spin) (eV) in order:
1.115; 1.389; 0.098; 0.000
Computed molecular weight (g/mol) in order:
88.04; 94.04; 611.89; 680.48